Molecular formula: C5H8N
Method: DFT, the ωB97M-V functional and the def2-TZVPD basis

The geometry in ORCA input format:
```
! RIJCOSX wB97M-V def2-TZVPD def2/J DEFGRID3
* xyz 1 1
C -2.355 1.740 0.109
C -0.777 -1.310 0.833
C -0.842 -1.579 -0.667
C -1.116 -0.284 -0.190
C 2.049 1.499 -0.038
N -1.906 0.712 -0.113
H -2.543 2.743 0.299
H -1.512 -1.727 1.441
H 0.262 -1.451 1.162
H 0.139 -1.707 -1.262
H -1.648 -2.052 -1.031
H 2.336 1.485 0.985
H 1.539 2.334 -0.246
H 2.162 0.686 -0.724
*
```

Summary:
Relative energy (zero: lowest compared OMol25 entry of this formula, charge and spin) ... 178.68 kcal/mol
Orbital gap (spin up / spin down) ... 5.689 / 9.599 eV
Highest occupied orbital energy (spin up / spin down) ... -12.303 / -14.210 eV
Lowest unoccupied orbital energy (spin up / spin down) ... -0.24305 / -0.16948 Eh
Calculated total energy ... -6790.3403 eV

---

Molecular formula: C4H3ClF2NO2
Method: DFT, the ωB97M-V functional and the def2-TZVPD basis

The geometry in ORCA input format:
```
! RIJCOSX wB97M-V def2-TZVPD def2/J DEFGRID3
* xyz -1 1
C 0.059 -0.508 -0.068
C -2.681 2.838 0.663
C 1.191 -0.022 -0.627
C -3.539 -1.310 -0.613
N -0.959 -0.808 0.523
O -1.708 2.279 0.787
O -3.660 3.417 0.672
F -3.971 -1.409 -1.921
F -4.013 -2.481 -0.015
Cl -4.680 -0.116 0.232
H 0.949 0.913 -1.186
H 2.258 -0.198 -0.284
H -1.786 -1.392 0.302
*
```

Summary:
Relative energy (zero: lowest compared OMol25 entry of this formula, charge and spin) ... 4.93 kcal/mol
Orbital gap ... 6.769 eV
Highest occupied orbital energy ... -3.553 eV
Lowest unoccupied orbital energy ... 0.11818 Eh
Calculated total energy ... -27738.4710 eV

---

Molecular formula: CN4O4
Method: DFT, the ωB97M-V functional and the def2-TZVPD basis

The geometry in ORCA input format:
```
! RIJCOSX wB97M-V def2-TZVPD def2/J DEFGRID3
* xyz 0 1
N -0.995 1.741 -1.254
C 0.094 1.477 -1.008
O 1.335 1.183 -0.695
N 1.473 0.199 0.521
O 0.560 0.151 1.248
O 2.525 -0.337 0.496
N -0.919 -1.710 -0.717
N -1.624 -1.513 0.330
O -2.186 -1.394 1.341
*
```

Summary:
Structure (SMILES) ... N#CO[N+](=O)[O-].N#[N+][O-]
Relative energy (zero: lowest compared OMol25 entry of this formula, charge and spin) ... 27.77 kcal/mol
Orbital gap ... 10.789 eV
Highest occupied orbital energy ... -11.703 eV
Lowest unoccupied orbital energy ... -0.03359 Eh
Calculated total energy ... -15178.9154 eV

---

Molecular formula: C7H7N2O4S
Method: DFT, the ωB97M-V functional and the def2-TZVPD basis

The geometry in ORCA input format:
```
! RIJCOSX wB97M-V def2-TZVPD def2/J DEFGRID3
* xyz -1 3
C -1.316 -1.323 1.504
C 0.013 -1.868 1.544
C -1.625 -0.199 0.829
C 0.920 -1.304 0.695
C -0.614 0.566 -0.012
C 0.689 -0.128 0.052
C -1.024 0.472 -1.539
N 0.186 0.487 -2.213
N -0.328 1.948 0.587
O 0.550 1.854 1.633
O 2.216 -0.721 -2.124
O 2.271 1.655 -1.385
O -2.123 0.425 -2.006
S 1.574 0.335 -1.332
H -1.941 -1.854 2.258
H 0.256 -2.833 2.049
H -2.782 0.224 0.794
H 1.902 -1.742 0.548
H 0.050 0.513 -3.196
H 0.057 2.496 -0.094
H 1.070 0.996 1.409
*
```

Summary:
Relative energy (zero: lowest compared OMol25 entry of this formula, charge and spin) ... 14.61 kcal/mol
Orbital gap (spin up / spin down) ... 4.108 / 7.714 eV
Highest occupied orbital energy (spin up / spin down) ... -0.721 / -5.358 eV
Expectation value of S² ... 2.010
Lowest unoccupied orbital energy (spin up / spin down) ... 0.12445 / 0.08659 Eh
Calculated total energy ... -29372.5715 eV

---

Molecular formula: C16H24O5Sr
Method: DFT, the ωB97M-V functional and the def2-TZVPD basis

The geometry in ORCA input format:
```
! RIJCOSX wB97M-V def2-TZVPD def2/J DEFGRID3
* xyz 2 1
Sr 0.718 -0.675 -0.007
C 1.298 2.330 1.120
C 0.664 1.659 2.335
O 0.732 0.220 2.300
C 1.755 -0.488 3.028
C 3.104 -0.563 2.319
O 2.945 -1.072 0.975
C 4.004 -0.804 0.032
C 3.497 -0.837 -1.412
O 2.368 0.027 -1.673
C 2.594 1.451 -1.710
C 1.317 2.208 -1.348
O 0.731 1.798 -0.093
H 2.382 2.178 1.113
H 1.097 3.403 1.166
H -0.395 1.906 2.398
H 1.155 2.016 3.242
H 1.345 -1.483 3.205
H 1.894 -0.011 4.001
H 3.771 -1.229 2.868
H 3.564 0.428 2.257
H 4.785 -1.557 0.152
H 4.430 0.177 0.263
H 3.167 -1.835 -1.705
H 4.323 -0.559 -2.070
H 2.907 1.731 -2.717
H 3.400 1.703 -1.017
H 0.536 2.057 -2.092
H 1.543 3.276 -1.307
C -2.836 -3.527 -1.074
C -2.456 -2.114 -0.783
O -1.273 -1.855 -0.506
C -3.453 -1.035 -0.826
C -4.746 -1.300 -1.286
C -5.693 -0.290 -1.354
C -5.356 0.992 -0.952
C -4.076 1.267 -0.480
C -3.128 0.266 -0.419
H -1.972 -4.172 -0.950
H -3.212 -3.612 -2.095
H -3.641 -3.847 -0.410
H -5.019 -2.297 -1.602
H -6.688 -0.507 -1.716
H -6.093 1.782 -0.998
H -3.834 2.271 -0.156
H -2.152 0.523 -0.018
*
```

Summary:
Relative energy (zero: lowest compared OMol25 entry of this formula, charge and spin) ... 3.02 kcal/mol
Orbital gap ... 9.124 eV
Highest occupied orbital energy ... -14.919 eV
Lowest unoccupied orbital energy ... -0.21299 Eh
Calculated total energy ... -28042.1275 eV

---

Molecular formula: C34H43As2MnOP2
Method: DFT, the ωB97M-V functional and the def2-TZVPD basis

The geometry in ORCA input format:
```
! RIJCOSX wB97M-V def2-TZVPD def2/J DEFGRID3
* xyz 3 4
Mn 0.199 0.427 0.478
C 1.783 2.736 -1.825
C 2.891 2.077 -1.032
As 2.414 0.225 -0.659
C 2.233 -0.579 -2.370
C 0.979 -0.923 -2.862
C 0.853 -1.403 -4.159
C 1.986 -1.536 -4.953
C 3.240 -1.194 -4.455
C 3.372 -0.713 -3.161
C 3.928 -0.551 0.184
C 4.777 0.245 0.953
C 5.927 -0.314 1.494
C 6.223 -1.653 1.265
C 5.381 -2.438 0.488
C 4.230 -1.889 -0.060
As 0.018 2.525 -1.010
C -0.226 4.055 0.103
C -1.478 4.649 0.209
C -1.629 5.790 0.989
C -0.536 6.329 1.656
C 0.714 5.735 1.547
C 0.873 4.595 0.770
C -1.171 2.709 -2.489
C -1.324 3.990 -3.012
C -2.088 4.166 -4.158
C -2.695 3.076 -4.773
C -2.535 1.800 -4.248
C -1.768 1.613 -3.105
H 1.677 2.300 -2.818
H 1.944 3.808 -1.932
H 3.068 2.581 -0.083
H 3.838 2.040 -1.571
H 0.096 -0.833 -2.245
H -0.119 -1.675 -4.550
H 1.894 -1.911 -5.964
H 4.118 -1.305 -5.077
H 4.356 -0.456 -2.785
H 4.580 1.297 1.116
H 6.599 0.298 2.082
H 7.126 -2.082 1.678
H 5.628 -3.474 0.293
H 3.606 -2.502 -0.697
H -2.330 4.272 -0.341
H -2.598 6.267 1.062
H -0.657 7.224 2.251
H 1.567 6.167 2.054
H 1.860 4.156 0.682
H -0.863 4.849 -2.540
H -2.210 5.160 -4.569
H -3.293 3.224 -5.662
H -3.008 0.954 -4.730
H -1.638 0.616 -2.715
C -3.258 -0.474 -0.787
P -2.212 0.123 0.557
C -3.059 1.556 1.240
C -2.298 -1.180 1.832
C -1.546 -2.421 1.360
P 0.153 -2.007 0.833
C 0.572 -3.204 -0.443
C 1.232 -2.383 2.238
H -4.170 -0.856 -0.322
H -2.798 -1.267 -1.375
H -3.511 0.350 -1.452
H -4.067 1.249 1.529
H -3.139 2.335 0.487
H -2.536 1.951 2.109
H -3.349 -1.406 2.026
H -1.881 -0.780 2.758
H -2.046 -2.874 0.501
H -1.499 -3.187 2.136
H 0.431 -4.193 -0.001
H 1.605 -3.099 -0.761
H -0.069 -3.102 -1.316
H 1.176 -3.452 2.455
H 0.923 -1.837 3.130
H 2.266 -2.131 1.999
C 2.254 1.021 3.107
C 1.134 0.937 2.158
O -0.027 1.227 2.326
H 1.886 0.795 4.109
H 2.587 2.066 3.103
H 3.075 0.379 2.811
*
```

Summary:
Orbital gap (spin up / spin down) ... 6.546 / 6.963 eV
Highest occupied orbital energy (spin up / spin down) ... -16.679 / -16.686 eV
Expectation value of S² ... 4.214
Lowest unoccupied orbital energy (spin up / spin down) ... -0.37240 / -0.35733 Eh
Calculated total energy ... -209553.5609 eV

---

Molecular formula: C4H12N3O
Method: DFT, the ωB97M-V functional and the def2-TZVPD basis

The geometry in ORCA input format:
```
! RIJCOSX wB97M-V def2-TZVPD def2/J DEFGRID3
* xyz 1 1
N -1.892 1.182 0.669
C -0.962 0.272 0.423
C 0.421 1.144 0.507
N 1.447 0.282 0.882
C 1.662 -0.694 -0.060
C 0.979 -2.199 0.128
N -0.084 -2.477 -0.637
O -1.171 2.654 -1.326
H -1.748 3.282 -1.769
H -2.573 0.909 1.385
H -1.649 2.300 -0.540
H -0.770 -0.527 1.147
H -1.135 -0.196 -0.565
H 0.555 1.774 -0.382
H 0.379 1.831 1.357
H 1.308 -0.392 -1.051
H 1.788 -2.923 0.035
H 2.746 -0.777 -0.171
H 0.624 -2.124 1.166
H 0.076 -3.321 -1.198
*
```

Summary:
Relative energy (zero: lowest compared OMol25 entry of this formula, charge and spin) ... 250.97 kcal/mol
Orbital gap ... 5.355 eV
Highest occupied orbital energy ... -13.566 eV
Lowest unoccupied orbital energy ... -0.30176 Eh
Calculated total energy ... -10844.2102 eV

---

Molecular formula: C6H10O
Method: DFT, the ωB97M-V functional and the def2-TZVPD basis

The geometry in ORCA input format:
```
! RIJCOSX wB97M-V def2-TZVPD def2/J DEFGRID3
* xyz -1 2
C 2.905 -0.916 0.658
C 1.621 -0.110 1.038
C 0.493 -0.247 0.095
C -0.567 0.580 0.019
C -1.898 0.211 -0.490
C -2.653 1.080 -1.232
O -3.807 0.541 -1.906
H 3.640 -0.284 0.148
H 2.610 -1.675 -0.065
H 3.477 -1.193 1.552
H 1.932 0.889 1.357
H 1.353 -0.549 2.037
H 0.364 -1.314 -0.147
H -0.517 1.632 0.310
H -2.112 -0.827 -0.287
H -2.365 1.962 -1.777
H -4.476 0.219 -1.309
*
```

Summary:
Relative energy (zero: lowest compared OMol25 entry of this formula, charge and spin) ... 27.10 kcal/mol
Orbital gap (spin up / spin down) ... 3.715 / 6.862 eV
Highest occupied orbital energy (spin up / spin down) ... 0.463 / -2.767 eV
Expectation value of S² ... 0.771
Lowest unoccupied orbital energy (spin up / spin down) ... 0.15355 / 0.15047 Eh
Calculated total energy ... -8428.5899 eV

---

Molecular formula: C15H13N5O4PdS
Method: DFT, the ωB97M-V functional and the def2-TZVPD basis

The geometry in ORCA input format:
```
! RIJCOSX wB97M-V def2-TZVPD def2/J DEFGRID3
* xyz 2 1
Pd -0.558 -0.653 0.296
C -0.369 0.759 4.335
C -0.390 0.535 2.863
N -0.520 -0.600 2.275
N -0.666 -1.789 2.942
C -0.796 -2.923 2.217
N -0.921 -4.062 2.874
S -0.785 -2.910 0.509
C -0.244 1.679 1.929
C -0.053 2.973 2.364
C 0.083 3.989 1.420
C 0.026 3.673 0.079
C -0.168 2.345 -0.288
N -0.301 1.378 0.609
H -0.575 -0.130 4.924
H -1.117 1.506 4.603
H 0.609 1.141 4.634
H -0.620 -1.797 3.950
H -0.940 -4.123 3.881
H -1.017 -4.923 2.358
H -0.007 3.202 3.418
H 0.232 5.011 1.741
H 0.126 4.430 -0.685
H -0.219 2.050 -1.327
O 1.892 -0.789 -7.007
C 0.741 -0.897 -7.060
O -0.392 -1.146 -7.061
C 0.181 -0.747 -4.021
C -1.178 -0.944 -3.888
C -1.542 -0.920 -2.564
N -0.471 -0.700 -1.742
C 0.676 -0.567 -2.359
C 1.384 -0.539 -3.531
C 3.310 -0.312 -0.659
O 3.954 -0.359 -1.615
O 2.601 -0.283 0.262
H -1.852 -1.104 -4.716
H -2.534 -1.051 -2.152
H 2.419 -0.403 -3.810
*
```

Summary:
Relative energy (zero: lowest compared OMol25 entry of this formula, charge and spin) ... 6.53 kcal/mol
Orbital gap ... 8.076 eV
Highest occupied orbital energy ... -15.268 eV
Lowest unoccupied orbital energy ... -0.26430 Eh
Calculated total energy ... -45705.6976 eV

---

Molecular formula: C2H6ClN2
Method: DFT, the ωB97M-V functional and the def2-TZVPD basis

The geometry in ORCA input format:
```
! RIJCOSX wB97M-V def2-TZVPD def2/J DEFGRID3
* xyz 1 1
C 0.854 0.314 -0.404
C -1.129 -1.176 -0.008
N 1.646 1.170 0.130
N -0.094 -0.329 0.296
Cl -2.955 0.391 -0.148
H 0.900 0.125 -1.401
H -1.125 -1.406 -0.992
H -1.496 -1.848 0.692
H 2.264 1.579 -0.550
H 1.447 1.358 1.099
H -0.312 -0.177 1.286
*
```

Summary:
Relative energy (zero: lowest compared OMol25 entry of this formula, charge and spin) ... 61.11 kcal/mol
Orbital gap ... 8.310 eV
Highest occupied orbital energy ... -14.221 eV
Lowest unoccupied orbital energy ... -0.21726 Eh
Calculated total energy ... -17664.9596 eV